{
  "formula": "C42H77F3NO13",
  "method": "ωB97M-V with the def2-TZVPD basis set",
  "energy_ev": -81031.113,
  "charge": 1,
  "orbital_gap_ev": 5.3,
  "elements": ["F", "F", "F", "O", "O", "O", "O", "O", "O", "O", "O", "O", "O", "O", "O", "O", "N", "C", "C", "C", "C", "C", "C", "C", "C", "C", "C", "C", "C", "C", "C", "C", "C", "C", "C", "C", "C", "C", "C", "C", "C", "C", "C", "C", "C", "C", "C", "C", "C", "C", "C", "C", "C", "C", "C", "C", "C", "C", "C", "H", "H", "H", "H", "H", "H", "H", "H", "H", "H", "H", "H", "H", "H", "H", "H", "H", "H", "H", "H", "H", "H", "H", "H", "H", "H", "H", "H", "H", "H", "H", "H", "H", "H", "H", "H", "H", "H", "H", "H", "H", "H", "H", "H", "H", "H", "H", "H", "H", "H", "H", "H", "H", "H", "H", "H", "H", "H", "H", "H", "H", "H", "H", "H", "H", "H", "H", "H", "H", "H", "H", "H", "H", "H", "H", "H", "H"],
  "coordinates": [[11.3407, 2.0472, -0.8053], [10.4051, -0.1633, -0.6460], [9.2274, 1.7023, 0.2617], [10.7407, -5.6490, -5.5992], [-7.1774, -2.9142, 2.1589], [-9.9790, -0.9760, 2.2226], [-9.5552, 1.1386, 9.9727], [11.1989, -3.0620, -3.4295], [-11.0994, -0.3846, 7.7450], [-7.1107, 0.1745, 1.8088], [-2.8227, 1.9212, -4.6860], [-1.0611, 2.0647, -2.1171], [-4.0031, 2.9632, -1.6643], [-8.0112, -0.8008, 7.6350], [8.8347, -3.1964, -5.4581], [9.1304, 2.7117, -2.8862], [3.3796, 5.2229, 0.0126], [-9.5286, 0.0359, 1.3200], [-2.7951, 3.5526, -1.1790], [3.0706, -3.0052, 0.8373], [10.5385, -7.0452, -5.7473], [9.3280, 1.3431, -2.3473], [8.9316, -3.6329, -4.0956], [-8.9359, -0.5819, 6.5681], [-10.0791, 0.3251, 7.0296], [-6.4993, -3.9906, 1.5314], [2.0721, -3.4532, -0.3909], [-4.9484, 2.7513, -0.6281], [4.1453, 2.1808, -2.9215], [9.8226, -2.7269, -3.2426], [-11.1496, -0.5867, 2.9230], [5.6209, 4.4317, -2.0666], [-6.2722, -1.9621, 2.7212], [2.7371, 1.3385, -2.8005], [-2.6501, 2.2030, -6.0655], [3.1340, 3.9864, -0.8456], [-8.0977, -0.2556, 0.8617], [10.0686, 1.2900, -0.8857], [4.5977, 6.1196, -0.0699], [-6.9891, -0.6359, 2.9851], [-1.8353, 0.9909, -2.6685], [9.9947, -3.4338, -6.2665], [-10.7580, -0.7764, 9.0811], [4.0947, -1.6955, 0.7749], [4.2477, 3.4946, -1.9463], [5.8259, 5.7736, -1.1312], [4.0981, -0.7473, -0.5917], [-10.7722, 0.3954, 10.0656], [-1.8510, 0.9938, -4.1989], [-7.1301, -1.8799, 7.3675], [3.1137, -0.2429, -3.1722], [2.0966, -2.5088, -1.7578], [-9.6734, 2.4316, 10.5442], [8.0386, 3.3736, -2.1554], [-1.6644, 3.3630, -2.1928], [3.0891, -1.2049, -1.8108], [12.0674, -2.0572, -2.9311], [10.1500, -4.9031, -6.6655], [6.8841, 4.0580, -3.0972], [-8.3922, -0.0981, 5.7506], [8.3433, 0.6885, -2.3679], [-11.4482, -1.4096, 3.5773], [9.6515, -1.6793, -3.5151], [10.9743, -7.3988, -6.6865], [11.9034, -1.9048, -1.8623], [-9.8117, -1.3216, 9.1033], [3.0510, -3.6719, 1.8078], [-11.5401, -1.4816, 9.3839], [4.8029, -1.4436, 1.6803], [-11.6294, 1.0439, 9.8524], [2.3707, -0.6162, -3.9968], [9.8340, -2.8507, -7.1802], [-0.8572, 1.2587, -4.5774], [-3.4336, 2.8995, -6.3746], [-5.2070, 3.6981, -0.1446], [-6.5533, -1.6875, 6.4604], [9.5856, -2.8722, -2.1840], [-5.8505, 2.3207, -1.0684], [9.2342, -4.6800, -4.0369], [-9.5672, 1.0168, 1.8069], [-6.4418, -1.9786, 8.2107], [2.1330, 3.3873, -0.7154], [-10.9464, 0.2914, 3.5423], [9.4713, -7.2797, -5.7132], [-8.7078, 2.9349, 10.4588], [7.5086, 2.5221, -1.5112], [4.2235, -0.3389, -3.5887], [-2.5105, 3.1001, -0.2224], [1.4339, -2.7519, -2.7150], [-10.1983, 0.0314, 0.4542], [1.9845, 1.8199, -3.5755], [-6.3729, -0.0504, 3.6767], [-10.5758, 0.7236, 6.1379], [-1.3346, 0.0744, -2.3371], [7.2522, 5.0476, -3.6292], [-7.9587, -0.7806, 3.4671], [6.8151, 6.4122, -1.2359], [5.0439, 1.4458, -2.6429], [10.8952, -3.0387, -5.7909], [-1.6793, 2.6760, -6.2373], [2.3381, 1.3518, -1.6961], [-5.8635, -4.5155, 2.2507], [-2.7358, 1.2889, -6.6568], [10.8158, -4.9797, -7.5317], [-11.9622, -0.3773, 2.2242], [10.0708, 0.8088, -3.1140], [-10.4183, 3.0195, 10.0015], [-2.1276, -0.0003, -4.5640], [-7.9057, 0.3327, -0.0426], [-4.5531, 2.0461, 0.1077], [-10.8499, 0.0137, 11.0892], [-5.9031, -2.3741, 3.6665], [-0.8640, 4.0683, -1.9421], [-7.9575, -1.3044, 0.5940], [-5.9006, -3.6248, 0.6932], [11.9156, -1.1210, -3.4752], [11.0301, -7.5540, -4.9152], [-9.9441, 2.3606, 11.6019], [-9.3416, -1.5390, 6.2213], [1.3786, -4.4094, -0.3181], [-7.6922, -2.8126, 7.2687], [13.0981, -2.3852, -3.0881], [-1.9826, 3.5920, -3.2123], [-9.7186, 1.1818, 7.6019], [2.6307, 5.4617, 0.7122], [-2.8420, 0.9730, -2.2472], [6.4744, 3.3625, -3.9566], [-7.2455, -4.6879, 1.1438], [-5.4284, -1.7948, 2.0424], [7.9114, -3.5733, -3.7002], [9.1694, -5.3199, -6.9216], [4.7715, 7.0730, 0.6262], [4.3144, 2.4893, -4.0392], [-2.9830, 4.6218, -1.0345], [4.7968, 0.1908, -0.7454], [8.4325, 4.1721, -1.3702]],
  "atomic_forces_ev_per_a": [[-4.426, -2.484, -0.265], [-1.019, 4.675, -0.605], [2.638, -1.114, -3.573], [-0.328, 0.000, -0.042], [0.258, 0.126, -0.196], [0.112, 0.262, 0.089], [-0.225, 0.177, -0.116], [-0.181, 0.339, -0.123], [0.461, 0.130, 0.137], [-0.208, -0.361, 0.063], [0.364, 0.046, 0.037], [-0.230, 0.147, -0.155], [0.388, -0.073, 0.165], [-0.087, -0.227, -0.083], [0.332, -0.146, 0.262], [-1.356, -1.224, 2.018], [2.818, -0.656, -2.489], [0.137, -0.752, 0.146], [-0.440, -0.172, -0.721], [-0.126, 1.640, -2.868], [0.181, 0.308, 0.102], [1.105, -0.349, -1.170], [-0.064, 0.486, -0.149], [0.174, 0.354, 0.631], [-0.171, -0.473, -0.128], [-0.317, 0.202, 0.212], [2.904, 3.924, -0.514], [0.067, 0.027, -0.233], [0.005, -0.066, 0.736], [0.500, -0.795, -0.149], [0.301, -0.271, -0.111], [-1.383, 1.484, 2.003], [-0.791, -0.127, 0.048], [1.056, -0.170, -0.233], [-0.214, 0.007, 0.349], [3.718, 0.890, -1.650], [-0.105, 0.424, 0.214], [1.182, -1.153, 1.713], [1.653, -2.514, -2.717], [0.366, 0.015, -0.300], [0.363, -0.022, -0.261], [-0.338, -0.254, -0.184], [-0.362, 0.301, -0.029], [-2.594, -0.681, -3.581], [0.691, 3.437, 2.192], [-4.336, -3.137, 0.375], [-2.840, -4.212, 0.514], [0.682, -0.193, -0.185], [-0.769, 0.334, 0.260], [-0.248, 0.345, 0.259], [0.017, -0.477, 0.697], [2.498, 0.979, 3.198], [0.165, -0.369, -0.126], [-1.053, -0.565, 1.267], [-0.042, -0.208, 0.404], [-0.137, -1.243, 1.911], [-0.100, -0.484, -0.065], [0.495, 0.149, 0.562], [-0.939, 0.352, 0.174], [-0.076, 0.011, -0.224], [1.932, 1.503, 0.525], [0.112, 0.061, -0.152], [-0.089, 0.067, -0.050], [-0.079, -0.104, -0.040], [0.022, 0.146, 0.059], [0.083, 0.253, 0.069], [0.151, 1.595, -2.174], [0.011, 0.169, -0.085], [-1.667, -0.640, -2.048], [-0.040, -0.059, -0.022], [1.467, 0.462, 1.750], [-0.100, -0.119, 0.104], [0.092, -0.040, 0.023], [0.070, -0.143, 0.147], [-0.033, -0.031, 0.121], [0.075, -0.102, -0.161], [-0.188, 0.124, 0.111], [0.174, 0.098, -0.035], [0.262, 0.117, 0.050], [0.051, 0.055, -0.058], [-0.131, 0.122, -0.090], [2.142, 1.550, -0.053], [-0.107, 0.142, -0.007], [-0.071, -0.096, -0.124], [-0.070, -0.170, -0.004], [0.873, 1.983, -1.254], [-2.437, 0.377, 0.686], [0.070, 0.005, 0.013], [1.599, 0.562, 2.399], [-0.009, 0.192, -0.144], [1.356, -1.176, 1.859], [0.014, -0.035, -0.155], [-0.002, -0.162, 0.076], [0.061, 0.155, -0.055], [-0.731, -1.976, 1.318], [0.017, -0.243, -0.164], [-2.492, -1.324, 0.429], [-1.851, 1.790, -0.430], [0.014, -0.270, 0.077], [0.111, -0.053, -0.124], [0.614, 0.057, -2.300], [0.114, -0.054, -0.061], [0.079, -0.037, -0.141], [-0.108, 0.060, -0.199], [-0.126, 0.119, 0.014], [-1.462, 1.287, 1.917], [-0.128, 0.082, 0.088], [0.174, -0.171, -0.001], [-0.016, 0.043, 0.171], [-0.042, 0.040, 0.154], [-0.214, -0.065, 0.059], [0.202, 0.090, 0.094], [-0.028, -0.091, 0.070], [-0.194, -0.044, 0.191], [0.170, -0.037, -0.023], [-0.016, 0.188, 0.036], [0.000, 0.168, -0.096], [-0.080, 0.113, 0.034], [-0.069, 0.027, -0.065], [1.692, 2.322, -0.113], [0.040, -0.095, -0.145], [-0.207, -0.037, -0.015], [-0.232, -0.091, 0.106], [0.207, -0.165, 0.075], [1.182, -0.277, -1.058], [-0.046, 0.155, -0.227], [0.981, 1.190, 1.957], [0.021, 0.144, 0.126], [0.026, 0.068, 0.017], [0.091, 0.101, -0.089], [-0.025, 0.066, -0.032], [-1.061, -2.520, -1.487], [-0.318, -0.342, 2.204], [0.156, 0.125, 0.140], [-1.561, -2.199, 0.532], [-0.602, -1.605, -1.817]]
}